{
  "formula": "H68O34",
  "method": "the ωB97M-V functional and the def2-TZVPD basis",
  "elements": ["O", "H", "H", "O", "H", "H", "O", "H", "H", "O", "H", "H", "O", "H", "H", "O", "H", "H", "O", "H", "H", "O", "H", "H", "O", "H", "H", "O", "H", "H", "O", "H", "H", "O", "H", "H", "O", "H", "H", "O", "H", "H", "O", "H", "H", "O", "H", "H", "O", "H", "H", "O", "H", "H", "O", "H", "H", "O", "H", "H", "O", "H", "H", "O", "H", "H", "O", "H", "H", "O", "H", "H", "O", "H", "H", "O", "H", "H", "O", "H", "H", "O", "H", "H", "O", "H", "H", "O", "H", "H", "O", "H", "H", "O", "H", "H", "O", "H", "H", "O", "H", "H"],
  "coordinates": [[14.550638, 11.616010, 12.189744], [15.169474, 11.258609, 11.497823], [14.270578, 10.768588, 12.660787], [8.855104, 6.353884, 12.639045], [8.384641, 5.757775, 12.036696], [9.783553, 6.308389, 12.365637], [12.655868, 12.868388, 7.320444], [12.150118, 13.686564, 7.137497], [12.708385, 12.770058, 8.280570], [15.527538, 10.737665, 9.539310], [16.071474, 11.523922, 9.437355], [15.145840, 10.591341, 8.659485], [10.694345, 13.063757, 11.670128], [10.028269, 12.337954, 11.545596], [10.870859, 13.220062, 12.637633], [14.207485, 10.700725, 7.045357], [14.031251, 10.248434, 6.234449], [13.885212, 11.613915, 6.898983], [8.971371, 9.069327, 12.213948], [9.677595, 9.094804, 12.895324], [8.660761, 8.144953, 12.321546], [6.081123, 9.441482, 4.250574], [6.759981, 9.456156, 3.580683], [6.571981, 9.309080, 5.060944], [8.478453, 5.305188, 7.562835], [8.437147, 5.974319, 8.288471], [8.717995, 5.882966, 6.846070], [11.738658, 16.816087, 9.144543], [12.590735, 16.404493, 8.979422], [11.126723, 16.176315, 8.700444], [9.002857, 15.480614, 15.002156], [8.955169, 16.291692, 14.520480], [8.262945, 14.959300, 14.566917], [10.981568, 5.264207, 9.278038], [10.305330, 5.013137, 8.633397], [11.090190, 4.443928, 9.849154], [13.463341, 9.193290, 13.300225], [13.867359, 8.817804, 12.511298], [13.736169, 8.648158, 14.049127], [10.744241, 16.061328, 11.820382], [10.507181, 15.155246, 11.972228], [11.185258, 16.115783, 10.970772], [13.502116, 16.024300, 12.988034], [13.748382, 15.477508, 13.742032], [12.561443, 16.030178, 12.839924], [8.307359, 8.063280, 9.300965], [7.565258, 8.562309, 8.915334], [8.631994, 8.576408, 10.077697], [11.112373, 13.463100, 14.519420], [10.565871, 14.254671, 14.615945], [12.005949, 13.720436, 14.853234], [8.737417, 11.281368, 10.825936], [9.196546, 10.875112, 10.056397], [8.507695, 10.527365, 11.400754], [10.171406, 14.131426, 8.684477], [9.961272, 14.292592, 9.617360], [10.127293, 13.166576, 8.669315], [7.974075, 16.090635, 11.882073], [7.651883, 16.975751, 12.023174], [8.938813, 16.201221, 11.754724], [10.313120, 11.047824, 8.427991], [11.276891, 11.109060, 8.613331], [10.196841, 10.910886, 7.476689], [6.882881, 13.583190, 13.949453], [6.923195, 12.803214, 14.510384], [6.611923, 13.343155, 13.032466], [6.070468, 13.927240, 11.134541], [6.784953, 14.565814, 11.285748], [5.401680, 14.480764, 10.673845], [14.644102, 15.268231, 10.303750], [14.159005, 14.426984, 10.248265], [14.541395, 15.615626, 11.218802], [14.206007, 8.534996, 10.922479], [14.873722, 9.068284, 10.496774], [13.568341, 8.138086, 10.283089], [13.810480, 13.602649, 14.384895], [13.979471, 12.985804, 13.615330], [14.432665, 13.464524, 15.057641], [16.726858, 13.627371, 9.090439], [16.311750, 14.152918, 9.774747], [16.108944, 13.568308, 8.344853], [13.868643, 7.854423, 5.579735], [13.834969, 7.578758, 4.658301], [14.312441, 7.146086, 5.994889], [6.295375, 12.299317, 7.870813], [6.624746, 12.345338, 8.814837], [6.964584, 12.838654, 7.453445], [10.980510, 10.103044, 13.727109], [11.886399, 9.781327, 13.636604], [11.020565, 11.038916, 14.074303], [6.723612, 9.291967, 7.140622], [6.611591, 10.258569, 7.394763], [5.784557, 9.098996, 6.913579], [12.798940, 12.400848, 9.877711], [12.144030, 12.373963, 10.623944], [13.559404, 11.945908, 10.236176], [12.255081, 7.671323, 9.231774], [11.694014, 6.851871, 9.180219], [12.483321, 7.992564, 8.399216], [11.698115, 6.964116, 12.196904], [12.076156, 7.544368, 12.859768], [11.901576, 7.364667, 11.328791]],
  "forces_ev_per_a": [[0.353, -1.887, 0.066], [-0.726, 0.645, 0.734], [0.214, 1.440, -0.598], [-0.295, -0.462, -0.285], [0.120, 0.256, 0.229], [0.256, 0.149, 0.048], [-0.343, 0.844, -1.228], [0.460, -0.734, 0.311], [-0.177, 0.177, 0.610], [-0.110, -0.130, 0.297], [0.450, 0.379, -0.045], [-0.205, -0.054, -0.282], [0.152, 0.100, 0.471], [0.051, 0.406, 0.329], [-0.238, -0.653, -0.690], [0.222, 0.786, 0.672], [-0.037, -0.772, -0.729], [-0.153, -0.292, 0.154], [-0.011, -1.133, 0.536], [-0.165, 0.790, -0.484], [-0.143, 0.271, -0.183], [-0.311, 0.004, -0.138], [0.166, 0.023, -0.437], [0.240, 0.005, 0.561], [0.266, 0.631, 1.388], [-0.290, -0.525, -0.319], [0.109, 0.181, -0.839], [-0.994, -1.070, -0.430], [0.512, 0.062, 0.175], [0.507, 0.738, 0.406], [-1.006, -1.622, -0.440], [0.149, 0.991, -0.439], [0.886, 0.373, 0.654], [0.086, -1.806, 1.077], [-0.240, 0.069, -0.197], [-0.054, 1.702, -1.008], [-0.088, 0.064, 1.553], [0.266, -0.518, -1.328], [0.164, 0.192, -0.038], [-0.231, 0.941, 0.694], [0.105, -1.226, -0.099], [0.346, 0.164, -0.749], [1.273, 0.518, -0.393], [-0.495, -0.262, -0.141], [-0.743, -0.164, 0.169], [0.087, 0.368, 0.568], [0.372, -0.139, 0.022], [-0.310, -0.555, -0.670], [0.701, 0.162, 0.037], [-0.503, 0.175, 0.308], [-0.686, -0.438, -0.604], [0.178, 0.042, -0.817], [-0.293, 0.389, 0.504], [0.297, 0.005, 0.120], [-0.206, 0.121, 0.458], [0.083, 0.126, -0.093], [0.112, -0.344, -0.338], [0.302, -0.386, -0.101], [-0.298, 0.434, 0.032], [-0.173, 0.060, 0.006], [0.463, 0.209, 0.133], [-0.689, -0.075, -0.390], [0.301, -0.011, 0.344], [0.031, 0.269, -0.488], [-0.097, -0.146, -0.381], [0.112, 0.000, 0.935], [-0.494, 0.659, -0.612], [0.212, 0.106, 0.078], [0.486, -0.716, 0.518], [0.067, -0.105, 0.190], [-0.090, 0.397, 0.386], [-0.348, -0.426, -0.451], [-0.351, -0.676, 0.476], [0.171, 0.289, -0.639], [0.483, 0.396, 0.037], [-1.208, -0.247, -2.168], [0.141, 0.759, 1.088], [1.544, -0.626, 1.208], [0.250, -1.059, -0.597], [-0.544, 0.573, 0.091], [0.161, 0.399, 0.423], [-0.766, 1.114, -0.842], [-0.106, 0.154, -0.074], [0.850, -1.185, 0.952], [0.712, -0.303, 1.811], [-0.793, -0.194, -1.059], [0.196, 0.306, -0.588], [-0.343, 1.486, 0.785], [0.165, 0.292, -0.121], [-0.047, -1.453, -0.526], [-1.477, 1.488, 0.137], [0.466, -1.014, -0.296], [0.830, -0.214, 0.272], [-0.787, -0.052, 0.786], [0.215, 0.544, -0.511], [0.561, -0.431, 0.174], [-0.873, -1.227, 2.549], [0.642, 0.578, -0.281], [0.302, 0.639, -2.304], [-0.156, -0.305, -0.696], [0.040, 0.278, -0.045], [-0.193, -0.077, 0.652]],
  "mulliken_charge": [-0.720, 0.223, 0.378, -0.682, 0.307, 0.331, -0.710, 0.303, 0.381, -0.647, 0.285, 0.284, 0.120, 0.212, 0.026, -0.550, 0.269, 0.298, -0.548, 0.242, 0.436, -0.611, 0.316, 0.361, -0.697, 0.318, 0.322, -0.725, 0.347, 0.331, -0.686, 0.307, 0.382, -0.619, 0.334, 0.268, -0.876, 0.471, 0.310, -0.880, 0.296, 0.388, -0.639, 0.329, 0.355, -0.485, 0.337, 0.221, -0.601, 0.271, 0.351, -0.537, 0.100, 0.333, -0.618, 0.308, 0.264, -0.625, 0.266, 0.468, -0.380, 0.195, 0.192, -0.644, 0.292, 0.337, -0.649, 0.346, 0.289, -0.735, 0.330, 0.362, -0.658, 0.275, 0.393, -0.602, 0.378, 0.237, -0.681, 0.377, 0.307, -0.562, 0.278, 0.300, -0.693, 0.359, 0.312, -0.712, 0.431, 0.224, -0.805, 0.386, 0.340, -0.021, 0.030, 0.271, -0.637, 0.263, 0.223, -0.572, 0.293, 0.340],
  "orbital_gap_ha": 0.39661,
  "e_above_lowest_kcal_mol": 28.4,
  "total_energy_ha": -2599.10996,
  "e_homo_ha": -0.405
}



{
  "formula": "C5H10O",
  "method": "the ωB97M-V functional and the def2-TZVPD basis",
  "elements": ["C", "C", "C", "C", "O", "C", "H", "H", "H", "H", "H", "H", "H", "H", "H", "H"],
  "coordinates": [[-2.375654, 1.095513, -1.205667], [-0.360017, -0.636500, -0.091696], [-0.631956, -0.676657, 1.415932], [0.737101, 0.351710, -0.425898], [0.480489, 1.468857, -0.829665], [2.160278, -0.113190, -0.213714], [-1.814286, 1.436677, -2.100468], [-2.136570, 1.902707, -0.481226], [-1.290587, -0.333189, -0.612631], [-0.096279, -1.636584, -0.457394], [-0.862932, 0.325398, 1.793933], [0.228177, -1.065977, 1.972240], [-1.489904, -1.322136, 1.624200], [2.274063, -0.595873, 0.763221], [2.407838, -0.863507, -0.974326], [2.849863, 0.728025, -0.299777]],
  "forces_ev_per_a": [[0.106, 0.198, -0.026], [0.023, 0.002, -0.008], [0.001, 0.003, 0.079], [-0.044, 0.188, -0.075], [0.108, -0.462, 0.160], [0.062, 0.048, 0.011], [-0.120, -0.015, 0.122], [-0.066, -0.095, -0.126], [0.102, -0.035, 0.014], [-0.008, 0.125, 0.052], [0.031, -0.164, -0.064], [-0.135, 0.065, -0.076], [0.133, 0.092, -0.021], [-0.033, 0.067, -0.146], [-0.055, 0.094, 0.095], [-0.103, -0.112, 0.009]],
  "mulliken_charge": [-0.491, -0.226, -1.090, 0.811, -0.544, -1.185, 0.209, 0.206, 0.111, 0.288, 0.284, 0.322, 0.346, 0.322, 0.307, 0.331],
  "orbital_gap_ha": [0.31483, 0.31425],
  "e_above_lowest_kcal_mol": 110.5,
  "total_energy_ha": -271.57654,
  "e_homo_ha": [-0.333, -0.332]
}



{
  "formula": "C12H42O14P2",
  "method": "the ωB97M-V functional and the def2-TZVPD basis",
  "elements": ["C", "O", "P", "O", "O", "C", "O", "C", "H", "H", "H", "H", "H", "H", "H", "H", "H", "C", "O", "P", "O", "O", "C", "O", "C", "H", "H", "H", "H", "H", "H", "H", "H", "H", "C", "O", "H", "H", "H", "H", "C", "O", "H", "H", "H", "H", "C", "O", "H", "H", "H", "H", "C", "O", "H", "H", "H", "H", "C", "O", "H", "H", "H", "H", "C", "O", "H", "H", "H", "H"],
  "coordinates": [[-29.131200, -16.641620, 23.614050], [-29.184410, -17.996460, 23.963900], [-30.354610, -19.163260, 23.783050], [-30.913210, -19.372260, 22.375220], [-29.679730, -20.548810, 24.429910], [-28.821200, -20.562430, 25.540140], [-31.437170, -18.663650, 24.790700], [-32.677610, -19.095090, 24.883380], [-30.113090, -16.216650, 23.405770], [-28.333630, -16.337580, 22.936150], [-28.845810, -16.207270, 24.572170], [-29.441750, -20.363110, 26.413800], [-28.187170, -19.690610, 25.378790], [-28.099730, -21.354460, 25.740820], [-32.691230, -20.184380, 24.846460], [-33.237590, -18.798250, 23.996580], [-33.183470, -18.717000, 25.771770], [-20.727950, -22.610640, 26.639750], [-21.879040, -23.122200, 26.098110], [-21.905560, -24.642060, 25.501650], [-23.160340, -24.984060, 24.867940], [-21.469280, -25.608340, 26.796590], [-21.367820, -27.014300, 26.671190], [-20.557670, -24.654890, 24.549040], [-20.509790, -25.429510, 23.322210], [-20.814040, -21.786430, 27.347820], [-20.255330, -22.270990, 25.718140], [-20.120460, -23.418760, 27.047170], [-20.423090, -27.326550, 27.116270], [-21.159960, -27.326550, 25.647760], [-22.290060, -27.510890, 26.972800], [-20.173350, -24.706400, 22.579230], [-21.517190, -25.808640, 23.150430], [-19.835890, -26.286220, 23.319370], [-24.769950, -21.304640, 29.220190], [-25.909550, -22.164680, 29.258810], [-24.697050, -20.622030, 28.373530], [-24.848180, -20.673690, 30.105570], [-23.857690, -21.899220, 29.268560], [-25.692810, -22.914150, 29.818200], [-26.952590, -24.556110, 26.189830], [-26.100900, -25.227760, 25.245050], [-26.513640, -23.971550, 26.998340], [-27.692230, -23.954970, 25.661000], [-27.370850, -25.376260, 26.773380], [-25.508800, -24.587630, 24.843500], [-22.887980, -22.132890, 22.643840], [-24.093360, -22.583040, 23.280650], [-22.793320, -21.051810, 22.745850], [-22.017930, -22.430610, 23.229050], [-22.773590, -22.564850, 21.649640], [-23.847760, -23.403430, 23.714520], [-25.395440, -25.540060, 21.575720], [-24.040600, -25.502390, 22.097230], [-25.665000, -26.585650, 21.724600], [-25.982450, -24.821250, 22.147420], [-25.314620, -25.287000, 20.518590], [-24.086800, -25.067860, 22.952010], [-25.561900, -25.539520, 29.427250], [-25.896370, -26.683980, 28.598290], [-24.672430, -25.751090, 30.020700], [-25.383880, -24.717870, 28.733500], [-26.343350, -25.095630, 30.044020], [-25.598500, -26.484000, 27.707860], [-25.478960, -28.592150, 26.092900], [-24.863440, -29.852070, 25.730610], [-24.699800, -27.840860, 26.221620], [-26.040260, -28.197290, 25.246060], [-26.270900, -28.611380, 26.841600], [-25.223340, -30.605440, 26.204440]],
  "forces_ev_per_a": [[-0.427, 1.146, 1.660], [-1.101, -3.736, -0.310], [1.377, -0.368, -3.303], [1.555, 0.313, 3.654], [-1.383, 1.085, -2.344], [0.496, 2.627, 1.064], [4.429, 2.161, 0.905], [-4.089, -1.949, -0.716], [0.098, -0.139, -0.583], [-0.337, -0.689, -0.520], [0.052, 0.572, -0.018], [0.277, -0.260, 0.348], [0.305, 0.124, 0.572], [-0.805, -0.805, -0.883], [-0.334, -0.239, 0.448], [-0.324, 0.196, -0.001], [0.228, -0.047, 0.037], [2.731, 0.216, -0.928], [-3.082, -3.201, -0.492], [3.463, 0.364, 1.872], [-0.907, -0.061, -0.623], [-0.840, 2.510, -1.545], [0.628, -0.520, -1.259], [-1.314, -0.381, 1.381], [-0.718, 0.455, -0.059], [-0.726, -0.244, -0.061], [1.076, 0.629, 0.537], [0.152, 0.232, 0.359], [-0.491, -0.060, 0.924], [-0.442, 0.207, -0.470], [0.334, -0.013, 0.430], [-0.265, -0.321, -0.238], [0.048, 0.136, -0.580], [0.237, 0.219, 0.668], [0.035, -0.089, 1.130], [-0.090, 0.206, -0.883], [-0.586, -0.492, -0.333], [0.441, 0.197, 0.110], [0.170, 0.131, -0.060], [0.024, 0.112, 0.010], [-0.140, -0.940, -0.022], [-0.027, 0.470, 0.728], [0.829, 0.474, -0.490], [-0.220, -0.108, 0.211], [-0.749, 0.042, -0.360], [0.156, 0.058, 0.085], [0.197, -0.256, 1.037], [0.401, 0.392, -0.309], [-0.593, 0.103, -0.749], [0.180, -0.525, 0.104], [-0.147, 0.456, -0.166], [-0.005, -0.040, 0.288], [1.665, -0.322, 0.576], [-0.056, 0.370, -0.207], [-0.878, 0.219, -0.232], [-0.437, -0.243, -0.364], [-0.395, 0.017, 0.067], [0.206, -0.347, 0.014], [0.363, 0.166, -1.512], [-0.330, 0.584, 1.257], [-0.064, 0.034, 0.059], [0.628, 0.143, 0.066], [-0.554, -1.020, 0.201], [0.038, 0.047, -0.067], [-0.441, -0.282, -1.323], [-0.129, 0.683, 0.235], [0.038, -0.189, 0.624], [0.116, -0.198, -0.511], [0.683, -0.337, 0.679], [-0.232, 0.326, 0.179]],
  "mulliken_charge": [-0.672, -0.291, 0.875, -0.686, -0.274, -0.425, -0.198, -0.683, 0.289, 0.260, 0.293, 0.286, 0.273, 0.111, 0.314, 0.300, 0.237, -0.802, -0.179, 0.714, -0.010, -0.354, -0.664, -0.399, -0.618, 0.233, 0.277, 0.319, 0.299, 0.300, 0.221, 0.271, 0.259, 0.297, -0.566, -0.474, 0.256, 0.305, 0.208, 0.260, -0.758, -0.306, 0.264, 0.253, 0.400, 0.309, -0.495, -0.412, 0.300, 0.050, 0.235, 0.191, -0.624, -0.497, 0.240, 0.242, 0.259, 0.240, -0.464, -0.498, 0.337, -0.037, 0.373, 0.219, -0.029, -0.545, -0.335, 0.278, 0.355, 0.290],
  "orbital_gap_ha": 0.37472,
  "e_above_lowest_kcal_mol": 77.0,
  "total_energy_ha": -2218.43556,
  "e_homo_ha": -0.358
}